# 1
C18H20ClFN2O | wB97M-V/def2-TZVPD

Properties
Charge ... 0
Structure (SMILES) ... O[C@H](CN1CCN(c2cccc(Cl)c2)CC1)c1ccc(F)cc1
Relative energy (zero: lowest compared OMol25 entry of this formula, charge and spin) ... 20.6 kcal per mole

Structure (XYZ):
```
43
Properties=species:S:1:pos:R:3:mulliken_charge:R:1
O 2.580 1.868 -0.640 -0.617
C 1.983 0.986 -1.569 0.134
C 1.532 -0.281 -0.817 -1.029
N 0.205 -0.123 -0.261 0.116
C 0.189 0.734 0.910 -0.760
C -1.250 1.012 1.344 -0.886
N -1.908 -0.243 1.629 0.295
C -2.952 -0.311 2.530 0.730
C -3.399 -1.554 3.002 -0.563
C -4.400 -1.639 3.946 -0.562
C -4.992 -0.500 4.469 -0.588
C -4.550 0.727 4.008 0.071
Cl -5.270 2.177 4.627 -0.232
C -3.556 0.837 3.054 -0.521
C -1.869 -1.122 0.481 -0.880
C -0.422 -1.388 0.074 -0.699
C 2.935 0.601 -2.679 -0.133
C 2.454 0.317 -3.952 -0.270
C 3.318 -0.062 -4.962 -0.611
C 4.670 -0.151 -4.683 0.395
F 5.519 -0.516 -5.666 -0.326
C 5.175 0.125 -3.426 -0.639
C 4.297 0.499 -2.426 -0.246
H 2.921 2.635 -1.114 0.371
H 1.084 1.451 -2.004 0.335
H 2.290 -0.507 -0.050 0.314
H 1.503 -1.109 -1.530 0.518
H 0.687 1.671 0.666 0.406
H 0.730 0.263 1.750 0.267
H -1.223 1.623 2.246 0.482
H -1.768 1.564 0.545 0.315
H -2.941 -2.462 2.642 0.373
H -4.722 -2.609 4.293 0.367
H -5.770 -0.563 5.211 0.421
H -3.274 1.819 2.713 0.459
H -2.372 -2.061 0.702 0.464
H -2.382 -0.644 -0.370 0.255
H -0.408 -2.036 -0.806 0.455
H 0.102 -1.901 0.899 0.316
H 1.395 0.393 -4.151 0.415
H 2.960 -0.283 -5.955 0.429
H 6.235 0.043 -3.243 0.430
H 4.666 0.718 -1.435 0.429
```

# 2
C18H20ClMnN2O7Se2 | wB97M-V/def2-TZVPD

Properties
Charge ... -1
⟨S²⟩ ... 8.876
Relative energy (zero: lowest compared OMol25 entry of this formula, charge and spin) ... 82.6 kcal per mole
Spin multiplicity ... 6

Structure (XYZ):
```
51
Properties=species:S:1:pos:R:3:lowdin_spin:R:1
Mn -1.176 1.112 0.946 2.814
O 2.682 3.357 1.446 0.001
C 2.826 3.611 0.139 0.000
C 3.951 4.361 -0.223 0.000
C 4.211 4.660 -1.542 0.000
C 3.353 4.215 -2.548 0.000
C 2.242 3.477 -2.199 0.000
C 1.951 3.167 -0.867 0.000
C 0.740 2.381 -0.547 -0.001
O 0.426 2.240 0.697 0.021
N 0.064 1.843 -1.530 -0.004
N -0.984 1.101 -1.026 -0.014
C -1.745 0.496 -1.861 0.018
C -2.847 -0.358 -1.510 0.002
C -3.575 -0.947 -2.556 0.003
C -4.622 -1.807 -2.321 0.001
C -4.962 -2.098 -0.995 0.004
C -4.272 -1.537 0.053 0.000
C -3.193 -0.650 -0.164 0.009
O -2.571 -0.168 0.867 0.042
H 1.878 2.817 1.601 0.000
H 4.607 4.690 0.573 0.000
H 5.089 5.244 -1.794 0.000
H 3.553 4.446 -3.586 0.000
H 1.555 3.120 -2.955 0.000
H -1.516 0.637 -2.916 0.000
H -3.284 -0.709 -3.574 0.000
H -5.170 -2.252 -3.141 0.000
H -5.781 -2.776 -0.787 0.000
H -4.529 -1.756 1.081 0.000
C -1.527 -4.337 3.342 0.784
Se -0.324 -1.827 2.115 0.418
C 1.317 -2.799 1.707 0.035
C 1.277 -3.604 0.412 0.020
Se 0.761 -2.645 -1.210 0.003
C 2.055 -1.200 -1.119 0.001
H -0.704 -4.405 4.036 0.051
H -1.504 -4.882 2.411 0.050
H -2.409 -3.781 3.615 0.046
H 1.520 -3.467 2.547 0.004
H 2.092 -2.032 1.692 0.000
H 0.544 -4.408 0.493 0.001
H 2.252 -4.066 0.244 0.002
H 3.064 -1.599 -1.031 0.000
H 1.809 -0.550 -0.282 0.000
H 1.967 -0.642 -2.049 0.000
O 1.363 1.564 3.690 0.059
Cl -0.097 1.173 3.697 0.126
O -0.327 -0.261 4.206 0.253
O -2.115 2.290 1.501 0.008
O 0.087 -0.437 1.223 0.241
```

# 3
C18H20ClN3O3S | wB97M-V/def2-TZVPD

Properties
Charge ... 0
Structure (SMILES) ... O=C(CSc1nc(O)c(C2CCCCC2)c(=O)[nH]1)Nc1ccccc1Cl
Relative energy (zero: lowest compared OMol25 entry of this formula, charge and spin) ... 0.0 kcal per mole

Structure (XYZ):
```
46
Properties=species:S:1:pos:R:3:mulliken_charge:R:1
O 1.664 3.546 1.288 -0.618
C 2.441 2.676 1.603 0.398
C 3.888 2.679 1.123 -0.516
S 3.843 2.723 -0.704 -0.242
C 2.607 1.499 -0.971 0.264
N 2.522 0.496 -0.160 -0.498
C 1.493 -0.375 -0.343 0.562
O 1.460 -1.398 0.524 -0.566
C 0.538 -0.241 -1.316 -0.806
C -0.637 -1.179 -1.384 0.215
C -0.751 -1.854 -2.754 -1.097
C -1.943 -2.806 -2.774 -0.735
C -3.231 -2.055 -2.454 -0.687
C -3.122 -1.372 -1.094 -0.713
C -1.932 -0.419 -1.072 -0.577
C 0.652 0.850 -2.247 0.950
O -0.074 1.128 -3.177 -0.693
N 1.772 1.680 -2.004 -0.109
N 2.136 1.593 2.367 -0.060
C 0.871 1.096 2.679 -0.259
C -0.313 1.749 2.353 -0.417
C -1.535 1.163 2.632 -0.760
C -1.601 -0.075 3.247 -0.468
C -0.433 -0.735 3.589 -0.642
C 0.785 -0.151 3.305 0.864
Cl 2.248 -1.007 3.719 -0.247
H 4.461 1.812 1.445 0.316
H 4.388 3.603 1.410 0.430
H 2.220 -1.327 1.121 0.487
H -0.490 -1.949 -0.620 0.807
H -0.880 -1.087 -3.518 0.332
H 0.169 -2.402 -2.970 0.371
H -2.021 -3.277 -3.756 0.406
H -1.790 -3.597 -2.034 0.344
H -3.407 -1.299 -3.222 0.348
H -4.078 -2.745 -2.458 0.344
H -4.040 -0.819 -0.880 0.397
H -2.996 -2.128 -0.315 0.343
H -2.071 0.361 -1.821 0.385
H -1.847 0.056 -0.090 -0.188
H 1.873 2.486 -2.611 0.279
H 2.883 0.945 2.591 0.272
H -0.263 2.710 1.869 0.533
H -2.442 1.682 2.362 0.392
H -2.554 -0.531 3.460 0.427
H -0.466 -1.702 4.065 0.429
```

# 4
C18H20ClN3OS | wB97M-V/def2-TZVPD

Properties
Charge ... 0
Structure (SMILES) ... CSc1ncc(CN2CCC[C@@H](C(=O)c3cccc(Cl)c3)C2)cn1
Relative energy (zero: lowest compared OMol25 entry of this formula, charge and spin) ... 17.2 kcal per mole

Structure (XYZ):
```
44
Properties=species:S:1:pos:R:3:mulliken_charge:R:1
C 5.798 2.993 2.342 -0.790
S 4.384 3.021 3.483 -0.075
C 3.532 1.606 2.942 0.289
N 2.400 1.326 3.582 -0.565
C 1.746 0.255 3.188 -0.207
C 2.196 -0.564 2.150 0.401
C 1.436 -1.785 1.724 -0.450
N 0.021 -1.481 1.598 0.106
C -0.852 -2.637 1.562 -1.027
C -0.838 -3.368 0.215 -0.695
C -1.197 -2.394 -0.906 -0.873
C -0.239 -1.202 -0.874 1.158
C -0.527 -0.115 -1.882 -0.525
O 0.356 0.519 -2.407 -0.593
C -1.975 0.179 -2.134 0.304
C -2.615 1.188 -1.425 -0.273
C -3.952 1.459 -1.664 -0.705
C -4.658 0.739 -2.611 -0.474
C -4.006 -0.253 -3.327 0.043
Cl -4.870 -1.153 -4.523 -0.219
C -2.670 -0.539 -3.098 -0.199
C -0.296 -0.557 0.538 -1.497
C 3.384 -0.163 1.552 -0.585
N 4.053 0.907 1.942 -0.359
H 6.343 2.064 2.475 0.262
H 5.433 3.072 1.323 0.264
H 6.418 3.845 2.598 0.335
H 0.822 0.038 3.707 0.460
H 1.536 -2.551 2.501 0.492
H 1.887 -2.186 0.801 0.308
H -0.566 -3.316 2.369 0.457
H -1.867 -2.279 1.763 0.399
H -1.554 -4.190 0.240 0.447
H 0.153 -3.792 0.035 0.333
H -1.139 -2.899 -1.871 0.337
H -2.223 -2.044 -0.765 0.341
H 0.787 -1.543 -1.051 0.343
H -2.066 1.763 -0.696 0.521
H -4.448 2.242 -1.110 0.389
H -5.699 0.946 -2.800 0.439
H -2.175 -1.306 -3.673 0.504
H 0.393 0.289 0.586 0.342
H -1.313 -0.192 0.715 0.439
H 3.826 -0.714 0.731 0.401
```

# 5
C18H20ClNO2S | wB97M-V/def2-TZVPD

Properties
Charge ... 0
Structure (SMILES) ... CCc1ccc(OCCNC(=O)c2cc(SC)ccc2Cl)cc1
Relative energy (zero: lowest compared OMol25 entry of this formula, charge and spin) ... 6.7 kcal per mole

Structure (XYZ):
```
43
Properties=species:S:1:pos:R:3:mulliken_charge:R:1
C -6.742 2.465 -0.523 -1.058
C -5.737 3.424 -1.164 -0.945
C -4.367 3.223 -0.582 0.471
C -3.464 2.346 -1.160 -0.982
C -2.213 2.123 -0.609 -0.206
C -1.839 2.788 0.552 0.749
O -0.632 2.682 1.184 -0.447
C 0.330 1.776 0.707 -0.467
C 0.018 0.323 1.114 -0.820
N 0.959 -0.599 0.531 -0.163
C 2.055 -1.025 1.201 0.398
O 2.249 -0.802 2.377 -0.622
C 2.990 -1.878 0.393 0.105
C 3.455 -3.042 0.985 -0.867
C 4.346 -3.886 0.328 0.765
S 4.830 -5.340 1.192 -0.048
C 6.067 -6.105 0.103 -0.923
C 4.793 -3.544 -0.943 -0.221
C 4.358 -2.371 -1.533 -0.957
C 3.462 -1.545 -0.876 0.363
Cl 2.996 -0.065 -1.657 -0.210
C -2.744 3.671 1.142 -0.633
C -3.985 3.881 0.583 -0.369
H -6.785 2.626 0.552 0.325
H -7.735 2.618 -0.938 0.352
H -6.446 1.433 -0.701 0.320
H -5.711 3.250 -2.242 0.347
H -6.063 4.452 -0.993 0.349
H -3.737 1.821 -2.066 0.339
H -1.545 1.435 -1.104 0.373
H 0.441 1.850 -0.384 0.347
H 1.271 2.083 1.171 0.279
H 0.095 0.230 2.200 0.285
H -0.996 0.055 0.803 0.517
H 0.904 -0.751 -0.464 0.298
H 3.117 -3.287 1.980 0.432
H 5.607 -6.406 -0.834 0.294
H 6.420 -6.982 0.636 0.374
H 6.891 -5.417 -0.061 0.309
H 5.483 -4.170 -1.483 0.336
H 4.719 -2.096 -2.512 0.412
H -2.442 4.184 2.042 0.430
H -4.670 4.571 1.054 0.368
```

# 6
C18H20CoN2O7S2Se2 | wB97M-V/def2-TZVPD

Properties
Charge ... -1
⟨S²⟩ ... 6.032
Relative energy (zero: lowest compared OMol25 entry of this formula, charge and spin) ... 14.0 kcal per mole
Spin multiplicity ... 5

Structure (XYZ):
```
52
Properties=species:S:1:pos:R:3:lowdin_spin:R:1
Co 0.127 -0.501 0.395 2.670
O 5.713 0.819 -0.426 0.000
C 4.809 1.794 0.083 0.000
C 3.380 1.235 0.054 0.000
C 3.334 0.129 1.118 0.004
O 2.161 -0.672 1.130 0.030
C 3.099 0.717 -1.359 0.003
Se 1.201 0.853 -1.890 0.038
C 2.465 2.397 0.418 0.005
Se 0.592 2.016 0.098 0.045
H 6.609 1.089 -0.211 0.000
H 4.847 2.704 -0.527 0.000
H 5.070 2.060 1.114 0.000
H 3.432 0.602 2.099 0.000
H 4.197 -0.526 0.968 0.001
H 1.882 -0.641 2.136 0.000
H 3.380 -0.331 -1.444 0.000
H 3.653 1.293 -2.097 0.001
H 2.689 3.289 -0.167 0.002
H 2.502 2.605 1.488 0.000
O -5.903 4.138 -0.793 0.002
C -6.150 2.804 -0.906 0.008
O -7.287 2.428 -1.010 0.011
C -4.966 1.913 -0.886 0.034
C -5.148 0.572 -0.552 -0.002
C -4.082 -0.301 -0.502 0.032
C -2.778 0.127 -0.814 0.020
C -2.609 1.475 -1.168 0.028
C -3.675 2.347 -1.195 -0.002
N -1.686 -0.716 -0.769 0.228
C -1.880 -2.004 -1.074 0.221
C -0.892 -2.964 -0.804 0.088
C -1.013 -4.325 -1.184 0.064
C -0.017 -5.205 -0.872 0.033
C 1.122 -4.749 -0.180 0.116
C 1.182 -3.414 0.159 0.009
N 0.222 -2.537 -0.136 0.162
H -4.976 4.271 -0.566 0.000
H -6.146 0.235 -0.302 0.000
H -4.237 -1.318 -0.170 0.003
H -1.629 1.826 -1.460 0.002
H -3.489 3.369 -1.512 -0.001
H -2.792 -2.326 -1.571 0.013
H -1.902 -4.645 -1.713 0.001
H -0.104 -6.247 -1.153 -0.001
H 1.926 -5.417 0.092 0.008
H 2.028 -3.004 0.697 -0.002
O 1.599 -0.305 3.533 0.002
S 0.438 0.636 3.571 0.008
O 0.806 1.896 2.907 0.003
O -0.082 0.809 4.906 0.007
S -1.020 -0.299 2.447 0.103
```

# 7
C18H20EuN4O7P2 | wB97M-V/def2-TZVPD

Properties
Charge ... +1
⟨S²⟩ ... 12.010
Relative energy (zero: lowest compared OMol25 entry of this formula, charge and spin) ... 2.1 kcal per mole
Spin multiplicity ... 7

Structure (XYZ):
```
52
Properties=species:S:1:pos:R:3:lowdin_spin:R:1
Eu 0.608 0.520 -0.814 6.056
C -1.410 -1.439 1.096 0.000
N -1.371 0.005 0.780 -0.010
C -1.290 0.835 1.994 0.000
C 0.117 1.048 2.506 0.000
C 0.324 1.529 3.786 0.000
C 1.610 1.856 4.178 0.000
C 2.657 1.682 3.286 0.000
C 2.365 1.168 2.044 0.000
N 1.122 0.859 1.656 -0.006
C -2.529 0.400 -0.050 0.000
C -2.513 -0.264 -1.411 0.000
C -3.661 -0.280 -2.175 0.000
C -3.613 -0.866 -3.425 0.000
C -2.426 -1.430 -3.870 0.000
C -1.326 -1.360 -3.045 0.000
N -1.363 -0.789 -1.837 -0.006
C -0.050 -2.092 1.196 0.000
C 0.202 -3.077 2.130 0.000
C 1.447 -3.689 2.152 0.001
C 2.409 -3.302 1.238 0.000
C 2.079 -2.310 0.338 0.000
N 0.878 -1.724 0.308 -0.007
H -1.958 -1.611 2.023 0.000
H -1.953 -1.948 0.305 0.000
H -1.697 1.817 1.758 0.000
H -1.908 0.420 2.792 0.000
H -0.517 1.663 4.458 0.000
H 1.796 2.249 5.171 0.000
H 3.678 1.930 3.545 0.000
H 3.143 1.014 1.309 0.000
H -3.478 0.179 0.443 0.000
H -2.484 1.479 -0.192 0.000
H -4.576 0.158 -1.791 0.000
H -4.498 -0.888 -4.049 0.000
H -2.348 -1.907 -4.838 0.000
H -0.371 -1.764 -3.353 0.000
H -0.567 -3.349 2.843 0.000
H 1.664 -4.457 2.883 0.000
H 3.397 -3.743 1.222 0.000
H 2.804 -1.963 -0.389 0.000
O 1.579 0.183 -3.134 -0.002
P 2.704 1.239 -2.590 0.001
O 3.878 1.336 -3.431 0.000
O 2.714 0.790 -1.123 -0.014
O 1.841 2.633 -2.625 0.002
P 0.432 2.947 -1.873 0.000
O 0.030 4.361 -2.399 0.000
O -0.549 1.886 -2.283 -0.007
O 0.677 2.809 -0.392 -0.008
H 1.629 0.195 -4.100 0.000
H 0.671 5.062 -2.251 0.000
```

# 8
C18H20FN2 | wB97M-V/def2-TZVPD

Properties
Charge ... +1
Relative energy (zero: lowest compared OMol25 entry of this formula, charge and spin) ... 96.2 kcal per mole

Structure (XYZ):
```
41
Properties=species:S:1:pos:R:3:mulliken_charge:R:1
C -0.432 -3.578 1.891 -0.643
C 0.670 -2.949 2.764 -0.541
C 0.367 -1.458 2.852 -0.975
N -0.579 -1.210 1.770 0.681
N -1.331 -0.101 1.830 -0.708
C -1.160 0.846 2.683 -0.373
C -1.289 -2.437 1.351 -0.025
H -0.012 -4.154 1.063 0.283
H -1.067 -4.237 2.491 0.315
H 0.653 -3.380 3.769 0.331
H 1.661 -3.100 2.326 0.235
H -0.078 -1.223 3.831 0.477
H 1.245 -0.809 2.728 0.315
H -1.858 1.689 2.592 0.282
H -0.412 0.823 3.500 0.269
H -1.403 -2.436 0.258 -0.117
H -2.311 -2.458 1.771 0.338
F -2.672 2.812 -3.961 -0.294
C -2.397 1.711 -3.180 0.266
C -3.143 0.556 -3.416 -0.480
C -2.777 -0.604 -2.716 -0.635
C -1.657 -0.602 -1.900 -0.611
C -0.904 0.583 -1.647 0.836
C 0.242 0.495 -0.809 -0.128
C 1.430 1.263 -0.870 0.665
C 2.499 0.911 0.019 -0.389
C 3.660 1.663 0.083 -0.673
C 3.793 2.817 -0.710 -0.315
C 2.798 3.145 -1.640 -0.849
C 1.670 2.339 -1.781 -0.290
C -1.360 1.786 -2.262 -0.778
H -3.956 0.549 -4.137 0.449
H -3.369 -1.514 -2.828 0.421
H -1.290 -1.538 -1.480 0.398
H 0.234 -0.302 -0.071 0.128
H 2.388 0.011 0.628 0.351
H 4.467 1.371 0.757 0.408
H 4.682 3.440 -0.619 0.402
H 2.902 4.034 -2.267 0.404
H 0.974 2.509 -2.599 0.730
H -0.878 2.739 -2.064 0.842
```